Entry from the OMol25 dataset: C48H50AsCeNOP2S2 as an isolated structure at a distorted geometry (ωB97M-V/def2-TZVPD).

```
106
Properties=species:S:1:pos:R:3:forces:R:3:mulliken_charge:R:1
Ce -0.001 0.280 0.306 -0.9 0.8 0.8 0.503
C -6.100 -1.226 1.507 0.2 0.0 0.1 -1.202
S -4.410 -0.888 2.070 0.0 -0.3 -0.2 0.511
C -4.464 -1.855 3.628 0.0 0.1 -0.2 -1.391
C -3.118 -2.319 4.186 0.1 0.1 -0.3 -0.874
C -2.191 -3.009 3.185 -0.1 0.0 0.3 -0.453
N -1.379 -2.101 2.335 -0.1 0.3 -0.3 0.968
P -0.382 -0.848 2.927 -1.1 -0.3 0.7 -0.368
C -1.208 0.793 3.259 0.6 -0.3 -0.3 1.350
C -2.467 1.136 3.748 -0.1 -0.1 0.0 -0.981
C -2.798 2.468 3.964 0.0 -0.1 0.0 -0.803
C -1.883 3.479 3.706 0.1 0.0 0.0 -0.901
C -0.623 3.160 3.225 0.1 0.1 0.0 -0.521
C -0.295 1.833 2.990 0.0 -0.2 0.2 -0.703
C 0.137 -1.449 4.555 0.4 0.2 -0.2 1.196
C 0.010 -0.670 5.704 0.0 0.0 -0.1 -0.883
C 0.418 -1.179 6.927 0.0 0.0 0.1 -0.815
C 0.968 -2.450 7.009 0.0 0.0 -0.1 -0.697
C 1.122 -3.217 5.861 0.0 0.0 0.0 -0.867
C 0.718 -2.718 4.635 0.0 0.0 0.0 -0.376
P -1.250 -2.308 0.598 0.2 -1.0 0.9 0.792
C -2.409 -3.599 0.086 0.0 0.4 -0.1 0.337
C -2.227 -4.916 0.518 0.0 0.0 0.0 -0.017
C -3.085 -5.907 0.073 0.0 0.0 0.0 -0.926
C -4.104 -5.597 -0.822 0.0 0.0 0.0 -0.613
C -4.265 -4.297 -1.277 -0.1 0.0 -0.1 -0.833
C -3.421 -3.295 -0.822 0.1 0.1 0.1 -0.400
C 0.354 -3.198 0.344 -0.1 0.1 0.0 1.221
C 1.485 -2.976 1.134 -0.1 -0.2 0.0 -0.527
C 2.681 -3.623 0.858 0.1 0.0 0.0 -1.342
C 2.776 -4.481 -0.226 0.0 0.0 0.0 -0.753
C 1.669 -4.685 -1.038 -0.1 0.0 -0.1 -0.845
C 0.470 -4.048 -0.760 0.1 0.1 -0.1 -0.994
H -6.270 -0.663 0.591 0.0 0.0 0.0 0.373
H -6.804 -0.901 2.270 -0.1 0.0 -0.1 0.402
H -6.212 -2.291 1.311 -0.1 0.0 0.0 0.340
H -5.075 -2.728 3.398 0.0 0.0 0.1 0.514
H -4.998 -1.248 4.358 0.0 -0.1 0.1 0.635
H -3.343 -3.038 4.975 0.1 0.0 0.0 0.471
H -2.569 -1.515 4.672 -0.1 0.1 0.1 0.336
H -2.788 -3.627 2.523 0.0 0.0 -0.1 0.642
H -1.523 -3.669 3.737 0.1 0.0 -0.1 0.136
H -3.211 0.387 3.964 0.1 0.0 0.1 0.215
H -3.776 2.710 4.358 0.0 0.0 0.0 0.504
H -2.145 4.513 3.889 0.0 0.0 0.0 0.456
H 0.105 3.941 3.053 0.0 0.0 0.0 0.438
H 0.740 1.580 2.734 0.0 0.1 -0.1 0.936
H -0.411 0.326 5.649 0.0 0.0 0.0 0.399
H 0.308 -0.579 7.820 0.0 0.0 0.0 0.456
H 1.285 -2.841 7.967 0.0 0.0 0.0 0.436
H 1.559 -4.205 5.921 0.0 0.0 0.0 0.475
H 0.850 -3.322 3.745 -0.1 0.0 0.0 0.361
H -1.411 -5.166 1.184 0.0 0.0 0.0 0.556
H -2.954 -6.926 0.411 0.0 0.0 0.0 0.489
H -4.764 -6.377 -1.175 0.0 0.0 0.0 0.453
H -5.048 -4.065 -1.987 0.0 0.0 0.0 0.466
H -3.537 -2.274 -1.166 -0.1 0.0 0.0 0.472
H 1.449 -2.323 1.993 0.0 0.0 0.0 0.545
H 3.538 -3.461 1.501 0.0 0.0 0.0 0.569
H 3.700 -5.007 -0.430 0.0 0.0 0.0 0.500
H 1.728 -5.357 -1.884 0.0 0.0 0.0 0.488
H -0.382 -4.232 -1.401 0.0 0.0 0.0 0.526
O 1.705 -0.557 -0.661 0.1 -0.4 0.0 0.601
As 2.426 0.652 -1.594 1.2 1.3 -1.5 1.038
C 1.448 0.836 -3.243 0.1 -0.1 0.3 0.805
C 0.053 0.835 -3.224 0.1 -0.1 0.1 0.226
C -0.655 0.966 -4.406 -0.1 0.0 0.1 -1.048
C 0.034 1.100 -5.606 0.1 0.0 0.0 -0.651
C 1.421 1.087 -5.628 -0.1 0.0 -0.1 -0.747
C 2.135 0.950 -4.446 0.1 0.0 0.2 -0.673
C 4.310 0.467 -1.857 -0.3 -0.1 0.2 0.260
C 4.958 -0.727 -1.562 -0.2 0.0 0.0 -0.517
C 6.330 -0.798 -1.751 0.0 0.0 0.0 -0.720
C 7.026 0.306 -2.224 0.0 0.0 0.0 -0.513
C 6.364 1.493 -2.518 0.0 0.0 0.0 -0.786
C 4.996 1.583 -2.332 -0.2 0.0 0.0 -0.414
C 2.100 2.242 -0.509 0.1 -0.2 -0.1 0.097
C 1.477 3.386 -1.008 0.1 -0.1 -0.1 -0.459
C 1.408 4.526 -0.218 0.0 0.0 0.0 -0.673
C 1.965 4.527 1.054 0.0 0.0 0.0 -0.579
C 2.593 3.391 1.554 0.0 0.0 0.0 -0.812
C 2.659 2.244 0.778 0.1 0.0 -0.2 -0.407
H -0.502 0.705 -2.290 0.0 0.1 -0.2 -0.143
H -1.737 0.956 -4.402 0.0 0.0 0.0 0.559
H -0.519 1.205 -6.530 0.0 0.0 0.0 0.448
H 1.952 1.177 -6.566 0.0 0.0 0.0 0.461
H 3.218 0.920 -4.457 0.0 0.0 -0.1 0.492
H 4.393 -1.577 -1.199 0.1 0.0 0.0 0.463
H 6.853 -1.718 -1.530 0.0 0.0 0.0 0.452
H 8.097 0.247 -2.365 0.0 0.0 0.0 0.439
H 6.911 2.348 -2.890 0.0 0.0 0.0 0.432
H 4.465 2.504 -2.551 0.1 0.0 0.0 0.481
H 1.104 3.394 -2.026 -0.1 0.0 0.0 0.826
H 0.954 5.428 -0.608 0.0 0.0 0.0 0.536
H 1.937 5.431 1.649 0.0 0.0 0.0 0.509
H 3.063 3.411 2.529 0.0 0.0 0.0 0.510
H 3.227 1.382 1.120 -0.1 0.0 0.1 0.608
C -1.961 3.671 -1.683 0.1 -0.2 0.2 -0.945
S -1.874 2.688 -0.156 -0.1 0.0 -0.2 0.491
C -3.533 1.955 -0.195 0.1 0.0 0.0 -0.767
H -1.989 3.035 -2.564 0.0 0.0 0.0 0.202
H -1.093 4.323 -1.703 0.0 0.0 -0.1 0.275
H -2.860 4.280 -1.629 0.0 0.0 0.0 0.520
H -4.262 2.761 -0.136 0.0 0.0 0.0 0.516
H -3.639 1.307 0.674 0.0 0.0 0.0 -0.141
H -3.678 1.388 -1.113 0.0 0.0 0.0 0.365
```
Forces are in eV/Å.

Values from the calculation:
- lowest unoccupied orbital energy (alpha / beta) (eV) = -8.39 / -8.27
- maximum force (eV/A) = 2.290
- spin multiplicity = 2
- net charge = +3